No. 1
Computed, not measured: a molecular structure, C46H39BrClGeKN9O8 at a distorted geometry, with ωB97M-V with the def2-TZVPD basis set.

DFT total energy ... -8582.0291 a.u.
HOMO ... -6.61 eV
Charge ... -1

Cartesian coordinates (Å):
Br: 2.32 1.12 4.44
Ge: 1.13 -0.07 -4.28
K: 1.94 2.02 -0.21
Cl: 1.58 4.44 1.46
O: -2.98 -0.76 4.78
O: 1.20 3.59 2.56
O: 1.17 5.79 1.72
O: 3.00 4.37 1.29
O: 3.88 1.62 -1.41
O: 7.43 1.97 4.21
O: 2.09 0.40 -1.92
O: 0.91 3.96 0.28
N: 0.67 -5.72 1.38
N: -3.95 -0.21 6.66
N: 1.84 -3.88 0.84
N: 3.85 1.51 2.21
N: -0.10 -4.62 1.49
N: -2.77 1.13 0.24
N: -0.69 0.68 0.94
N: -2.31 2.11 1.04
N: -3.49 -1.49 6.78
C: -1.48 -4.77 1.93
C: -1.03 -4.12 -2.94
C: -3.93 1.48 4.84
C: -0.39 -3.31 -2.01
C: 0.10 1.46 -3.55
C: -1.75 0.30 0.18
C: 3.06 -0.60 -4.22
C: 5.10 1.61 4.25
C: -1.08 1.81 1.47
C: -3.64 0.20 5.48
C: -2.09 -4.07 6.14
C: 0.63 2.74 -3.40
C: 4.97 1.73 1.52
C: 0.61 -3.53 1.16
C: -3.44 1.71 3.56
C: -2.01 2.29 -2.73
C: 1.35 0.68 -8.52
C: -1.09 -3.72 -4.27
C: 3.26 0.83 -2.14
C: -2.94 -1.80 5.65
C: 0.20 -2.12 -2.42
C: -1.22 1.25 -3.20
C: -1.66 -4.51 3.41
C: -1.47 3.55 -2.56
C: -0.14 3.78 -2.90
C: -0.63 0.37 -6.62
C: 1.82 -5.23 0.98
C: -3.15 3.18 1.52
C: 0.70 0.22 -6.22
C: -0.97 0.66 -7.93
C: -1.57 -5.28 5.69
C: 6.20 1.90 2.14
C: -1.36 -5.50 4.34
C: -2.14 -3.29 3.85
C: 0.15 -1.71 -3.75
C: 1.68 0.39 -7.20
C: 3.94 0.35 -3.43
C: -0.50 -2.53 -4.67
C: -2.37 -3.07 5.22
C: -3.70 2.90 2.90
C: -4.95 3.64 4.83
C: -4.48 3.86 3.55
C: 3.94 1.46 3.51
C: 6.26 1.84 3.53
C: -4.68 2.45 5.49
C: 0.02 0.82 -8.89
H: -0.49 2.43 2.13
H: -2.28 -3.90 7.19
H: -3.97 3.31 0.81
H: -5.05 2.25 6.49
H: 4.88 1.75 0.44
H: -2.85 0.94 3.09
H: -1.74 -5.80 1.69
H: 2.73 0.28 -6.93
H: -5.53 4.41 5.33
H: 2.13 0.82 -9.26
H: -2.55 4.09 1.54
H: 3.05 -1.57 -3.72
H: 0.72 -1.49 -1.70
H: -2.01 0.78 -8.21
H: -0.96 -6.45 4.00
H: 0.23 -2.52 1.17
H: -1.49 -5.05 -2.63
H: 3.45 -0.75 -5.22
H: -2.11 -4.09 1.35
H: -1.59 -4.35 -5.00
H: -1.34 -6.06 6.41
H: -2.39 -2.52 3.14
H: 7.08 2.10 1.54
H: 8.14 2.15 3.58
H: -0.54 -2.23 -5.71
H: 5.12 1.54 5.32
H: 1.66 2.94 -3.69
H: -1.42 0.26 -5.87
H: -1.76 -0.60 -0.42
H: -3.05 2.11 -2.49
H: -0.33 -3.62 -0.98
H: -2.07 4.36 -2.16
H: 2.68 -5.85 0.79
H: 4.19 1.25 -4.00
H: 0.28 4.77 -2.78
H: -1.65 0.26 -3.30
H: -0.24 1.08 -9.91
H: -4.69 4.80 3.05
H: 4.88 -0.11 -3.12

Here are the Löwdin charges for atoms 1 to 99, given in e: number 1, Br, carries 0.756; number 2, Ge, carries 1.057; number 3, K, carries 0.862; number 4, Cl, carries 0.610; number 5, O, carries 0.129; number 6, O, carries -0.406; number 7, O, carries -0.329; number 8, O, carries -0.338; number 9, O, carries -0.158; number 10, O, carries 0.062; number 11, O, carries -0.209; number 12, O, carries -0.525; number 13, N, carries 0.093; number 14, N, carries 0.109; number 15, N, carries 0.089; number 16, N, carries 0.035; number 17, N, carries -0.138; number 18, N, carries 0.112; number 19, N, carries 0.093; number 20, N, carries -0.139; number 21, N, carries 0.107; number 22, C, carries -0.086; number 23, C, carries -0.099; number 24, C, carries -0.133; number 25, C, carries -0.088; number 26, C, carries -0.256; number 27, C, carries -0.217; number 28, C, carries -0.232; number 29, C, carries -0.049; number 30, C, carries -0.167; number 31, C, carries -0.279; number 32, C, carries -0.019; number 33, C, carries -0.103; number 34, C, carries -0.109; number 35, C, carries -0.169; number 36, C, carries 0.044; number 37, C, carries -0.102; number 38, C, carries -0.105; number 39, C, carries -0.099; number 40, C, carries -0.714; number 41, C, carries -0.284; number 42, C, carries -0.096; number 43, C, carries -0.120; number 44, C, carries -0.190; number 45, C, carries -0.093; number 46, C, carries -0.088; number 47, C, carries -0.122; number 48, C, carries -0.228; number 49, C, carries -0.068; number 50, C, carries -0.255; number 51, C, carries -0.097; number 52, C, carries -0.065; number 53, C, carries 0.005; number 54, C, carries -0.030; number 55, C, carries 0.037; number 56, C, carries -0.257; number 57, C, carries -0.113; number 58, C, carries -0.167; number 59, C, carries -0.104; number 60, C, carries -0.132; number 61, C, carries -0.169; number 62, C, carries -0.069; number 63, C, carries -0.035; number 64, C, carries -0.737; number 65, C, carries -0.316; number 66, C, carries -0.022; number 67, C, carries -0.111; number 68, H, carries 0.114; number 69, H, carries 0.115; number 70, H, carries 0.133; number 71, H, carries 0.113; number 72, H, carries 0.088; number 73, H, carries 0.116; number 74, H, carries 0.125; number 75, H, carries 0.081; number 76, H, carries 0.104; number 77, H, carries 0.094; number 78, H, carries 0.142; number 79, H, carries 0.073; number 80, H, carries 0.092; number 81, H, carries 0.096; number 82, H, carries 0.114; number 83, H, carries 0.133; number 84, H, carries 0.095; number 85, H, carries 0.049; number 86, H, carries 0.127; number 87, H, carries 0.095; number 88, H, carries 0.105; number 89, H, carries 0.124; number 90, H, carries 0.113; number 91, H, carries 0.102; number 92, H, carries 0.089; number 93, H, carries 0.108; number 94, H, carries 0.111; number 95, H, carries 0.094; number 96, H, carries 0.098; number 97, H, carries 0.092; number 98, H, carries 0.063; number 99, H, carries 0.099

=====

No. 2
Computed, not measured: 2 unconnected molecules or ions with the total composition C3H10NO, with ωB97M-V with the def2-TZVPD basis set.

DFT total energy ... -250.0136 a.u.
Energy above the lowest of the compared OMol25 structures with the same formula, charge and spin ... 25.2 kcal per mole
HOMO ... -13.19 eV
Charge ... +1

Cartesian coordinates (Å):
O: -1.87 -2.60 0.74
N: 1.41 1.21 -1.07
C: 2.11 2.53 -1.05
C: -0.76 -0.50 0.56
C: -1.65 -1.53 1.21
H: 0.09 -0.30 1.22
H: 1.71 3.09 -0.21
H: 3.17 2.36 -0.93
H: 1.96 3.07 -1.98
H: 1.63 0.60 -1.86
H: -0.40 -0.88 -0.40
H: -1.32 0.44 0.43
H: -2.08 -1.23 2.19
H: 0.39 1.31 -1.06
H: 1.64 0.68 -0.23

Quick look at the natural (NBO) charges, all values in e: number 1, O, carries -0.468; number 2, N, carries -0.666; number 3, C, carries -0.422; number 4, C, carries -0.747; number 5, C, carries 0.436; number 6, H, carries 0.218; number 7, H, carries 0.242; number 8, H, carries 0.245; number 9, H, carries 0.249; number 10, H, carries 0.450; number 11, H, carries 0.213; number 12, H, carries 0.228; number 13, H, carries 0.125; number 14, H, carries 0.449; number 15, H, carries 0.447

=====

No. 3
Computed, not measured: CH4O in the gas phase at a distorted geometry, with ωB97M-V with the def2-TZVPD basis set.

DFT total energy ... -115.6809 a.u.
Energy above the lowest of the compared OMol25 structures with the same formula, charge and spin ... 22.5 kcal per mole
Structure (SMILES) ... CO
HOMO ... -10.43 eV

Cartesian coordinates (Å):
O: -0.49 -0.52 -0.90
C: 0.05 0.00 0.33
H: -0.16 0.06 -1.73
H: 0.31 -0.90 1.04
H: 0.95 0.51 0.47
H: -0.66 0.85 0.79

Quick look at the natural (NBO) charges, all values in e: number 1, O, carries -0.718; number 2, C, carries -0.268; number 3, H, carries 0.470; number 4, H, carries 0.183; number 5, H, carries 0.176; number 6, H, carries 0.157

=====

No. 4
Computed, not measured: 11 unconnected molecules or ions with the total composition C31H63F2N7O21S2 at a distorted geometry, with ωB97M-V with the def2-TZVPD basis set.

DFT total energy ... -4178.5360 a.u.
Structure (SMILES) ... O=C1OC[C@@H](F)O1.O=C1OC[C@@H](F)O1.O=S1(=O)OCCO1.O=S1(=O)OCCO1.CNC(C)=O.CNC(C)=O.CNC(C)=O.CNC(C)=O.CNC(C)=O.CNC(C)=O.CNC(C)=O
HOMO ... -9.46 eV

Cartesian coordinates (Å):
S: -30.38 2.26 9.56
S: -38.39 3.64 14.88
F: -33.37 2.52 16.35
F: -26.81 2.15 14.57
O: -31.07 2.72 8.40
O: -38.91 4.95 14.63
O: -29.77 0.77 9.34
O: -29.31 1.96 15.92
O: -37.10 3.33 13.98
O: -34.81 -6.61 12.79
O: -36.14 -0.14 8.50
O: -28.95 2.95 9.71
O: -30.91 2.38 14.43
O: -37.60 3.70 16.27
O: -26.22 1.69 12.42
O: -33.84 0.32 13.43
O: -37.23 -4.34 16.75
O: -39.27 2.52 14.85
O: -25.72 -0.01 11.03
O: -31.20 3.04 16.53
O: -27.53 -3.94 9.01
O: -27.57 -0.06 12.32
O: -38.30 1.60 20.10
O: -29.93 -2.93 13.73
O: -31.04 2.28 10.82
N: -32.16 -1.18 13.01
N: -29.05 -3.21 10.53
N: -36.40 1.22 18.95
N: -35.68 -5.98 16.92
N: -34.82 -5.84 10.67
N: -34.50 0.38 7.02
N: -28.49 -4.63 14.00
C: -36.67 3.32 20.19
C: -26.71 -3.31 11.17
C: -32.40 3.39 15.88
C: -34.18 -4.34 12.51
C: -30.23 -3.48 9.74
C: -35.24 -0.06 5.85
C: -38.00 -6.50 17.39
C: -29.33 -5.67 13.40
C: -34.18 0.93 9.37
C: -28.24 -2.69 15.42
C: -28.99 -3.41 14.33
C: -28.42 0.84 8.86
C: -33.48 -1.50 14.96
C: -36.82 -0.04 18.40
C: -32.15 3.06 14.41
C: -31.65 -0.69 11.74
C: -33.18 -0.67 13.71
C: -36.95 -5.50 16.98
C: -35.87 3.30 14.72
C: -36.28 3.18 16.20
C: -34.65 -5.69 11.99
C: -34.55 -5.19 16.55
C: -28.03 2.34 8.81
C: -27.27 2.02 13.31
C: -37.19 1.96 19.77
C: -27.79 -3.52 10.13
C: -30.37 2.42 15.66
C: -26.42 0.45 11.88
C: -35.34 -7.01 9.99
C: -28.25 0.86 13.16
C: -35.04 0.34 8.26
H: -28.14 2.76 7.81
H: -28.42 0.33 7.90
H: -34.22 -5.43 15.52
H: -36.36 2.12 16.42
H: -36.96 3.52 21.22
H: -35.33 -7.87 10.64
H: -32.12 0.27 11.60
H: -37.77 0.08 17.88
H: -34.54 0.56 10.33
H: -35.98 -0.80 6.15
H: -30.35 -5.55 13.75
H: -31.98 -1.39 10.96
H: -28.93 -2.27 16.16
H: -34.97 -3.59 12.46
H: -34.43 -5.13 10.06
H: -29.26 1.14 12.83
H: -35.61 3.69 16.88
H: -36.32 -6.77 9.57
H: -27.60 -4.91 14.37
H: -26.49 -2.25 11.29
H: -30.19 -4.36 9.11
H: -38.88 -5.97 17.74
H: -35.45 1.54 18.90
H: -37.02 4.12 19.54
H: -35.57 3.28 20.24
H: -28.99 -6.66 13.68
H: -30.56 -0.70 11.67
H: -27.02 2.53 9.17
H: -35.57 -6.94 17.20
H: -37.66 -7.28 18.07
H: -34.36 2.01 9.38
H: -34.15 -4.43 13.60
H: -33.69 -5.25 17.21
H: -32.01 4.00 13.86
H: -32.95 2.52 13.90
H: -34.24 -2.24 14.72
H: -35.77 0.79 5.43
H: -35.30 4.19 14.49
H: -36.11 -0.35 17.63
H: -29.26 -5.62 12.31
H: -29.19 -2.96 11.49
H: -35.43 2.36 14.39
H: -33.96 -0.85 15.69
H: -28.52 0.34 14.09
H: -34.59 -0.57 5.14
H: -26.96 -3.69 12.16
H: -32.57 -1.89 15.40
H: -34.75 -7.20 9.09
H: -33.54 0.64 6.90
H: -27.64 -1.85 15.06
H: -36.91 -0.87 19.10
H: -30.49 -2.61 9.13
H: -25.78 -3.78 10.85
H: -27.55 -3.35 15.95
H: -31.03 -3.60 10.48
H: -31.63 -1.89 13.50
H: -38.36 -6.95 16.45
H: -34.83 -4.16 16.35
H: -33.12 0.69 9.36
H: -32.65 4.41 16.14
H: -33.17 -4.01 12.29
H: -27.60 0.36 9.41
H: -27.62 2.98 12.94

Here are the Löwdin charges for atoms 1 to 99, given in e: number 1, S, carries 0.600; number 2, S, carries 0.612; number 3, F, carries 0.043; number 4, F, carries 0.084; number 5, O, carries -0.206; number 6, O, carries -0.227; number 7, O, carries -0.195; number 8, O, carries 0.176; number 9, O, carries -0.189; number 10, O, carries 0.025; number 11, O, carries 0.048; number 12, O, carries -0.193; number 13, O, carries 0.072; number 14, O, carries -0.192; number 15, O, carries 0.133; number 16, O, carries 0.024; number 17, O, carries 0.035; number 18, O, carries -0.215; number 19, O, carries 0.154; number 20, O, carries 0.147; number 21, O, carries 0.042; number 22, O, carries 0.065; number 23, O, carries 0.051; number 24, O, carries 0.019; number 25, O, carries -0.236; number 26, N, carries 0.026; number 27, N, carries 0.017; number 28, N, carries -0.011; number 29, N, carries 0.008; number 30, N, carries 0.002; number 31, N, carries -0.002; number 32, N, carries 0.005; number 33, C, carries -0.003; number 34, C, carries 0.015; number 35, C, carries -0.262; number 36, C, carries -0.002; number 37, C, carries -0.070; number 38, C, carries -0.074; number 39, C, carries -0.005; number 40, C, carries -0.049; number 41, C, carries 0.003; number 42, C, carries 0.020; number 43, C, carries -0.531; number 44, C, carries -0.142; number 45, C, carries 0.015; number 46, C, carries -0.076; number 47, C, carries -0.048; number 48, C, carries -0.054; number 49, C, carries -0.538; number 50, C, carries -0.554; number 51, C, carries -0.142; number 52, C, carries -0.176; number 53, C, carries -0.548; number 54, C, carries -0.082; number 55, C, carries -0.139; number 56, C, carries -0.286; number 57, C, carries -0.555; number 58, C, carries -0.548; number 59, C, carries -0.537; number 60, C, carries -0.570; number 61, C, carries -0.064; number 62, C, carries -0.048; number 63, C, carries -0.553; number 64, H, carries 0.130; number 65, H, carries 0.136; number 66, H, carries 0.065; number 67, H, carries 0.114; number 68, H, carries 0.082; number 69, H, carries 0.082; number 70, H, carries 0.058; number 71, H, carries 0.095; number 72, H, carries 0.079; number 73, H, carries 0.079; number 74, H, carries 0.089; number 75, H, carries 0.079; number 76, H, carries 0.092; number 77, H, carries 0.095; number 78, H, carries 0.135; number 79, H, carries 0.118; number 80, H, carries 0.119; number 81, H, carries 0.084; number 82, H, carries 0.131; number 83, H, carries 0.053; number 84, H, carries 0.086; number 85, H, carries 0.083; number 86, H, carries 0.120; number 87, H, carries 0.081; number 88, H, carries 0.073; number 89, H, carries 0.087; number 90, H, carries 0.071; number 91, H, carries 0.135; number 92, H, carries 0.131; number 93, H, carries 0.074; number 94, H, carries 0.094; number 95, H, carries 0.045; number 96, H, carries 0.082; number 97, H, carries 0.145; number 98, H, carries 0.117; number 99, H, carries 0.070

=====

| no. | molecular weight (g/mol) |
| --- | --- |
| 1 | 1072.938 |
| 2 | 76.119 |
| 3 | 32.042 |
| 4 | 972.003 |